This record from the OMol25 dataset describes C4H6N2O in the gas phase at a distorted geometry. The level of theory is wB97M-V/def2-TZVPD.

Results
Lowest unoccupied orbital energy in eV: 0.8462
Electronic energy in eV: -9270.53687
Frontier orbital gap in hartree: 0.3393
Relative energy (zero: lowest compared OMol25 entry of this formula, charge and spin) in eV: 2.965
Maximum force in eV/Å: 1.5
SMILES: C/N=c1/cc[nH]o1

Last column: natural (NBO) charge in e.
Cartesian coordinates (Å):
C  2.34  -0.29  -0.05  -0.439
N  1.34  0.74  -0.02  -0.489
C  0.14  0.39  -0.01  0.509
C  -1.09  1.21  0.00  -0.336
C  -2.13  0.37  -0.04  -0.012
N  -1.70  -0.96  -0.15  -0.287
O  -0.32  -0.94  0.03  -0.361
H  2.22  -0.98  -0.87  0.191
H  2.27  -0.89  0.86  0.189
H  3.35  0.16  -0.14  0.199
H  -1.11  2.27  0.05  0.242
H  -3.19  0.53  -0.15  0.222
H  -2.12  -1.60  0.50  0.371

---

This record from the OMol25 dataset describes C4H5N3O as an isolated structure at a distorted geometry. The level of theory is wB97M-V/def2-TZVPD.

Results
Lowest unoccupied orbital energy in eV: 0.4233
Electronic energy in eV: -10744.24890
Frontier orbital gap in hartree: 0.3481
Relative energy (zero: lowest compared OMol25 entry of this formula, charge and spin) in eV: 3.366
Maximum force in eV/Å: 4.8

Last column: natural (NBO) charge in e.
Cartesian coordinates (Å):
C  2.16  0.12  0.00  0.228
C  -0.83  -1.13  -0.22  0.598
C  0.88  -0.01  0.60  -0.242
C  -0.62  0.25  -0.72  0.033
N  3.13  0.20  -0.57  -0.320
N  0.16  -1.31  0.59  -0.579
N  -1.36  1.29  -0.18  -0.787
O  -1.71  -1.89  -0.45  -0.565
H  0.68  0.49  1.53  0.209
H  -0.31  0.40  -1.86  0.254
H  0.43  -2.05  1.19  0.412
H  -1.37  1.44  0.76  0.375
H  -1.25  2.19  -0.67  0.385

---

This record from the OMol25 dataset describes C4H8O2 in the gas phase. The level of theory is wB97M-V/def2-TZVPD.

Results
Lowest unoccupied orbital energy in eV: 0.8939
Electronic energy in eV: -8372.55899
Frontier orbital gap in hartree: 0.3984
Relative energy (zero: lowest compared OMol25 entry of this formula, charge and spin) in eV: 0.723
Maximum force in eV/Å: 0.5
SMILES: CC(=O)[C@@H](C)O

Last column: natural (NBO) charge in e.
Cartesian coordinates (Å):
C  -1.89  -0.18  0.37  -0.724
C  -0.69  0.57  -0.14  0.588
O  -0.77  1.45  -0.97  -0.558
C  0.70  0.21  0.39  -0.002
C  1.36  -0.83  -0.51  -0.626
O  1.48  1.38  0.45  -0.707
H  -1.83  -1.25  0.12  0.237
H  -2.80  0.25  -0.06  0.240
H  -1.92  -0.11  1.46  0.236
H  0.61  -0.18  1.41  0.179
H  0.80  -1.78  -0.54  0.207
H  2.37  -1.02  -0.15  0.227
H  1.42  -0.43  -1.53  0.217
H  1.17  1.92  -0.29  0.484

---

This record from the OMol25 dataset describes C18H23F2N5O4S2 in the gas phase at a distorted geometry. The level of theory is wB97M-V/def2-TZVPD.

Results
Lowest unoccupied orbital energy in eV: 0.6205
Electronic energy in eV: -61784.82031
Frontier orbital gap in hartree: 0.3395
Maximum force in eV/Å: 1.3
SMILES: C[C@H](Nc1cc(NS(=O)(=O)N2CCC2)nc(SCc2cccc(F)c2F)n1)[C@@H](O)CO

Last column: natural (NBO) charge in e.
Cartesian coordinates (Å):
C  -4.51  -0.30  2.18  -0.619
C  -4.15  -0.02  0.73  -0.086
N  -2.94  0.78  0.65  -0.590
C  -1.75  0.31  0.24  0.446
C  -0.58  1.09  0.35  -0.418
C  0.57  0.54  -0.17  0.441
N  1.78  1.20  -0.10  -0.865
S  1.79  2.90  -0.11  2.451
O  1.04  3.35  -1.23  -0.924
O  1.40  3.33  1.19  -0.926
N  3.36  3.25  -0.34  -0.669
C  4.05  2.83  -1.57  -0.210
C  5.17  2.20  -0.73  -0.433
C  4.38  2.64  0.52  -0.212
N  0.60  -0.67  -0.73  -0.587
C  -0.55  -1.32  -0.75  0.304
S  -0.52  -2.93  -1.45  0.286
C  1.26  -3.06  -1.88  -0.542
C  2.11  -2.98  -0.66  -0.087
C  1.91  -3.84  0.42  -0.198
C  2.66  -3.73  1.57  -0.200
C  3.64  -2.75  1.69  -0.270
C  3.85  -1.90  0.62  0.308
F  4.78  -0.93  0.71  -0.322
C  3.11  -2.02  -0.54  0.387
F  3.36  -1.17  -1.56  -0.332
N  -1.71  -0.91  -0.31  -0.564
C  -5.26  0.73  -0.03  0.076
O  -4.89  0.96  -1.37  -0.736
C  -6.58  -0.06  -0.09  -0.070
O  -7.54  0.63  -0.85  -0.712
H  -3.64  -0.71  2.70  0.222
H  -4.81  0.61  2.69  0.204
H  -5.31  -1.03  2.25  0.219
H  -3.92  -0.95  0.20  0.248
H  -2.94  1.66  1.16  0.398
H  -0.58  2.07  0.80  0.244
H  2.48  0.75  -0.67  0.420
H  3.46  2.14  -2.18  0.201
H  4.33  3.69  -2.18  0.211
H  5.29  1.13  -0.84  0.228
H  6.13  2.69  -0.84  0.218
H  3.98  1.83  1.13  0.214
H  4.86  3.38  1.16  0.208
H  1.49  -2.27  -2.58  0.254
H  1.34  -4.03  -2.37  0.244
H  1.13  -4.58  0.35  0.224
H  2.49  -4.40  2.40  0.221
H  4.23  -2.64  2.58  0.234
H  -5.45  1.70  0.47  0.154
H  -3.94  1.15  -1.39  0.486
H  -7.01  -0.17  0.91  0.180
H  -6.38  -1.05  -0.52  0.161
H  -7.10  0.90  -1.67  0.480

---

- Which value of maximum force does entry 3 give?
  0.5 eV/Å

---

- Number 3 is which compound?
  C4H8O2